C4H7FS as an isolated structure at a distorted geometry. Source: the OMol25 dataset; level of theory: wB97M-V/def2-TZVPD.

```
13
Properties=species:S:1:pos:R:3:forces:R:3:lowdin_charge:R:1
C -0.757 0.162 -1.300 -2.314 0.552 -0.165 -0.028
C 0.113 0.378 -0.098 -0.393 -2.439 -1.206 -0.830
C 1.174 -0.629 0.087 2.591 -2.059 1.017 -0.402
C -0.520 0.129 1.252 -0.803 -0.556 2.241 -0.331
H -0.307 0.658 -2.236 -1.045 -0.613 1.559 0.116
H -1.651 0.658 -0.774 0.351 -0.090 -2.402 0.098
H -1.138 -0.900 -1.532 1.168 1.529 0.632 0.109
H 1.888 -0.049 0.698 0.194 -0.805 0.099 0.088
H 1.791 -1.218 -0.658 -1.289 1.003 0.277 0.111
H 0.273 0.635 1.899 -1.770 -0.447 -0.019 0.096
H -1.688 0.282 1.592 3.181 -0.139 -1.196 0.147
F 0.707 1.574 -0.131 0.241 2.535 -0.551 0.040
S 0.115 -1.678 1.202 -0.111 1.530 -0.285 0.785
```
Forces are in eV/Å.

Properties
Highest occupied orbital energy   -8.82 eV
Relative energy (zero: lowest compared OMol25 entry of this formula, charge and spin)   47.7 kcal per mole
HOMO-LUMO gap   9.7 eV
Energy   -17812.27200 eV

***

C26H28ClErP2 as an isolated structure at a distorted geometry. Source: the OMol25 dataset; level of theory: wB97M-V/def2-TZVPD.

```
58
Properties=species:S:1:pos:R:3:forces:R:3:mulliken_spin:R:1
Er -0.006 -1.309 0.880 -0.127 4.978 -1.939 3.029
Cl 0.123 1.045 1.625 0.000 -0.891 0.084 -0.004
P -0.077 -0.042 -2.092 -0.006 0.922 -0.375 -0.007
C -1.386 -0.779 -3.121 -0.330 -0.559 0.089 0.001
C -1.126 -1.840 -4.006 -0.114 0.201 0.263 0.000
C -2.188 -2.508 -4.622 -0.153 -0.071 -0.017 0.000
C -3.509 -2.147 -4.348 0.148 -0.001 0.092 0.000
C -3.773 -1.095 -3.464 0.045 -0.053 -0.076 0.000
C -2.723 -0.403 -2.869 0.166 -0.386 0.066 0.000
C -0.284 1.755 -2.388 -0.019 0.541 0.493 0.001
C 0.495 2.621 -1.592 -0.322 -0.161 -0.149 0.000
C 0.461 3.996 -1.800 -0.020 0.048 -0.173 0.000
C -0.364 4.528 -2.798 -0.088 -0.173 0.013 0.000
C -1.174 3.684 -3.565 0.199 -0.071 0.225 0.000
C -1.130 2.301 -3.366 0.115 0.017 0.076 -0.001
C 1.481 -0.362 -2.995 0.380 -0.314 0.262 -0.002
C 2.557 -0.975 -2.320 -0.444 0.120 -0.738 -0.001
C 3.727 -1.281 -3.008 0.249 0.059 0.024 0.000
C 3.876 -0.914 -4.350 -0.372 -0.003 0.200 0.000
C 2.829 -0.259 -5.011 -0.098 -0.034 0.267 0.000
C 1.629 0.011 -4.341 0.293 -0.202 0.100 0.000
H 1.101 2.210 -0.784 -0.013 0.118 -0.246 0.000
H 1.081 4.658 -1.185 -0.283 -0.281 -0.257 0.000
H -0.391 5.605 -2.969 0.005 -0.325 0.078 0.000
H -1.851 4.094 -4.316 0.281 -0.102 0.213 0.000
H -1.765 1.657 -3.973 0.214 0.185 0.104 0.000
H -0.092 -2.139 -4.204 -0.401 0.072 0.009 0.000
H -1.984 -3.334 -5.308 -0.053 0.313 0.202 0.000
H -4.339 -2.684 -4.812 0.310 0.172 0.104 0.000
H -4.801 -0.812 -3.232 0.256 -0.040 -0.169 0.000
H -2.951 0.422 -2.191 0.140 -0.098 -0.193 0.000
H 2.479 -1.228 -1.258 0.091 0.097 -0.199 0.002
H 4.530 -1.802 -2.484 -0.145 0.228 -0.222 0.000
H 4.802 -1.142 -4.877 -0.258 0.068 0.139 0.000
H 2.942 0.037 -6.055 -0.031 -0.078 0.301 0.000
H 0.812 0.512 -4.866 0.247 -0.148 0.179 0.000
H 0.138 -2.354 -0.887 2.036 -0.384 -0.373 -0.002
H 0.933 -2.249 -0.685 -1.383 -0.987 -1.177 0.001
C -3.592 -4.049 0.399 -0.445 -0.114 -0.625 0.001
P -2.143 -2.989 0.050 -0.394 -0.405 -0.033 -0.001
C -2.753 -1.275 0.525 -0.427 -0.314 0.313 -0.001
C -1.078 -3.333 1.512 0.571 -0.674 1.166 0.003
C -1.283 -2.582 2.700 0.288 -0.393 0.139 -0.008
C -0.190 -2.013 3.359 -0.132 -0.022 0.900 0.003
C 1.116 -2.219 2.889 0.248 -0.285 0.601 -0.008
C 1.338 -3.168 1.876 0.259 -1.046 0.754 0.004
C 0.251 -3.811 1.267 -0.369 -0.018 0.054 -0.009
H -4.267 -3.974 -0.467 0.066 -0.063 0.372 0.000
H -4.093 -3.705 1.310 0.088 -0.093 -0.180 0.000
H -3.281 -5.097 0.506 0.019 0.370 -0.073 0.000
H -3.564 -1.401 1.255 0.312 0.310 -0.017 0.000
H -2.033 -0.530 0.955 -0.853 -0.044 -0.178 0.000
H -3.174 -0.813 -0.377 0.250 -0.173 0.144 0.000
H -2.294 -2.400 3.071 0.252 0.258 -0.333 0.000
H -0.364 -1.335 4.200 0.124 -0.259 -0.274 0.000
H 1.941 -1.652 3.326 -0.195 -0.221 -0.128 0.000
H 2.356 -3.392 1.558 -0.179 -0.073 0.123 0.000
H 0.414 -4.574 0.500 0.002 0.477 -0.005 0.000
```
Forces are in eV/Å.

Properties
Highest occupied orbital energy (spin up / spin down)   -13.68 / -13.68 eV
⟨S²⟩   3.754
Total charge   +2
HOMO-LUMO gap (spin up / spin down)   5.1 / 5.1 eV
Energy   -86121.14061 eV
Multiplicity   4